(1)
{
  "formula": "C35H28AsF8O4PdSeTe",
  "method": "wB97M-V/def2-TZVPD",
  "symbols": ["Pd", "O", "C", "O", "C", "O", "O", "C", "As", "C", "C", "C", "C", "C", "C", "C", "C", "H", "H", "H", "H", "H", "H", "H", "H", "H", "H", "H", "H", "H", "C", "C", "C", "C", "C", "C", "Te", "C", "C", "C", "H", "H", "H", "H", "H", "H", "H", "H", "H", "H", "H", "F", "C", "C", "F", "C", "F", "C", "Se", "C", "F", "C", "F", "F", "C", "F", "F", "C", "C", "C", "C", "C", "C", "C", "C", "H", "H", "H", "H"],
  "xyz": [[0.0154, 0.8633, 0.3726], [-2.2105, 3.8681, -0.9484], [-1.3495, 3.1411, -0.5075], [-1.6382, 1.9698, 0.0166], [0.1614, 3.4761, -0.5101], [0.5906, 4.6069, -0.4723], [0.9400, 2.4200, -0.5834], [-1.0403, -1.8816, 2.7757], [-1.3995, -0.1822, 1.9177], [-1.8023, 0.9360, 3.4381], [-3.1185, -0.4817, 1.0302], [-4.2821, -0.4497, 1.9685], [-4.6899, -1.5866, 2.6626], [-5.7339, -1.5257, 3.5755], [-6.3870, -0.3234, 3.8065], [-5.9928, 0.8139, 3.1139], [-4.9496, 0.7519, 2.2029], [-1.7895, -2.0739, 3.5443], [-0.0479, -1.8337, 3.2230], [-1.0552, -2.6794, 2.0356], [-2.6122, 0.4949, 4.0183], [-2.0815, 1.9270, 3.0861], [-0.9006, 1.0155, 4.0439], [-3.0226, -1.4412, 0.5194], [-3.1708, 0.3116, 0.2864], [-4.1874, -2.5302, 2.4791], [-6.0378, -2.4195, 4.1061], [-7.2019, -0.2739, 4.5175], [-6.4996, 1.7556, 3.2839], [-4.6378, 1.6394, 1.6634], [-1.3935, -2.5266, -8.0894], [-1.0150, -1.8622, -6.7930], [0.2883, -1.8926, -6.3241], [0.6588, -1.2496, -5.1433], [2.0912, -1.3597, -4.6848], [-0.3084, -0.5473, -4.4165], [0.2744, 0.6651, -2.7563], [-1.6422, -0.5363, -4.8557], [-2.7378, 0.1670, -4.0974], [-1.9695, -1.1946, -6.0355], [-0.5430, -3.0475, -8.5287], [-1.7465, -1.7897, -8.8137], [-2.1973, -3.2511, -7.9454], [1.0422, -2.4357, -6.8852], [2.6133, -2.1250, -5.2596], [2.1456, -1.6165, -3.6264], [2.6331, -0.4199, -4.8051], [-2.6105, 0.0841, -3.0194], [-3.7083, -0.2537, -4.3637], [-2.7542, 1.2343, -4.3287], [-3.0022, -1.1843, -6.3715], [3.8395, 3.2095, 6.0306], [3.4332, 2.5243, 4.9545], [4.1547, 1.4345, 4.5042], [5.2683, 1.0623, 5.1491], [3.7178, 0.7356, 3.3960], [4.4575, -0.3153, 3.0136], [2.5664, 1.0735, 2.6873], [2.1349, -0.0034, 1.1721], [1.8719, 2.1803, 3.1642], [0.7502, 2.6125, 2.5797], [2.2872, 2.8921, 4.2790], [1.5773, 3.9400, 4.7110], [1.2895, -7.6680, 0.9275], [0.0718, -7.3676, 0.4431], [-0.1740, -8.2225, -0.5681], [-0.8145, -7.6673, 1.4181], [-0.0346, -5.9341, 0.0124], [0.7706, -4.9717, 0.6070], [0.6372, -3.6430, 0.2428], [-0.3091, -3.2715, -0.7179], [-1.1088, -4.2507, -1.3148], [-0.9726, -5.5767, -0.9481], [-0.4286, -1.9016, -1.1012], [-0.5486, -0.7340, -1.4289], [1.5050, -5.2593, 1.3468], [1.2629, -2.8801, 0.6915], [-1.8257, -3.9570, -2.0697], [-1.5880, -6.3354, -1.4128]],
  "forces_ev_per_angstrom": [[0.104, 0.973, 1.270], [0.315, 0.328, -0.029], [-0.689, -0.302, 0.154], [-0.080, 0.041, -0.258], [0.754, 0.005, -0.166], [-0.427, 0.083, -0.074], [-0.047, 0.007, -0.053], [-0.011, 0.025, 0.074], [0.128, -0.362, -0.086], [-0.027, 0.026, 0.009], [-0.087, -0.046, 0.074], [0.029, 0.015, -0.024], [-0.012, -0.007, 0.002], [0.010, 0.007, -0.005], [-0.010, -0.006, 0.003], [0.002, 0.012, -0.005], [-0.007, -0.023, 0.017], [0.004, -0.011, -0.002], [-0.002, -0.015, -0.001], [-0.014, 0.016, 0.003], [0.000, 0.030, 0.022], [0.000, -0.001, -0.012], [-0.007, 0.000, 0.004], [0.006, 0.003, 0.000], [-0.016, 0.002, -0.022], [0.005, 0.001, 0.003], [-0.003, -0.002, -0.005], [0.003, 0.002, 0.002], [-0.003, -0.002, 0.000], [0.000, 0.004, 0.003], [-0.010, -0.016, -0.001], [0.003, 0.018, -0.003], [0.000, -0.022, 0.025], [0.010, -0.044, 0.027], [0.010, 0.012, -0.003], [0.006, 0.112, -0.132], [-0.458, -0.081, -0.169], [0.015, -0.004, 0.017], [-0.009, 0.022, -0.010], [-0.012, -0.061, 0.030], [0.001, -0.003, 0.005], [0.000, -0.002, -0.003], [0.001, 0.003, 0.010], [0.002, 0.009, -0.005], [0.006, 0.003, 0.001], [0.000, -0.012, -0.007], [-0.017, 0.011, -0.005], [-0.011, -0.032, 0.003], [-0.004, 0.028, -0.022], [0.025, 0.004, 0.021], [0.004, 0.007, -0.006], [-0.004, -0.005, -0.006], [0.018, -0.003, 0.012], [-0.028, 0.016, -0.016], [0.001, 0.000, 0.002], [0.019, 0.032, 0.065], [-0.014, -0.009, -0.020], [0.003, -0.076, -0.059], [0.013, -0.359, -0.020], [0.012, 0.017, 0.039], [0.003, 0.003, -0.004], [-0.001, 0.002, -0.001], [-0.002, 0.000, -0.007], [0.001, -0.014, 0.005], [0.003, 0.073, -0.031], [-0.006, -0.015, -0.004], [-0.008, -0.013, 0.009], [0.018, -0.068, 0.042], [-0.011, 0.032, -0.035], [0.043, -0.054, -0.027], [-0.022, 0.104, 0.075], [-0.011, -0.028, 0.041], [-0.004, 0.019, -0.007], [-0.504, 0.056, -0.009], [1.022, -0.456, -0.739], [0.001, -0.001, 0.003], [-0.017, -0.002, 0.013], [-0.006, 0.000, 0.005], [0.002, -0.005, 0.003]],
  "homo_energy_ev": -5.17,
  "homo_lumo_gap_ev": 6.9,
  "e_lumo_ev": 1.7,
  "energy_ev": -203638.7018,
  "spin_multiplicity": 1,
  "largest_force_ev_per_a": 1.6,
  "charge": -1,
  "relative_energy_kj_mol": 316.14
}

=====

(2)
{
  "formula": "C35H28BN13OSZr",
  "method": "wB97M-V/def2-TZVPD",
  "symbols": ["Zr", "C", "C", "N", "N", "C", "B", "N", "C", "C", "C", "N", "N", "C", "C", "C", "N", "H", "H", "H", "H", "H", "H", "H", "H", "H", "H", "C", "C", "N", "N", "C", "O", "C", "C", "C", "C", "C", "C", "C", "C", "C", "C", "C", "N", "H", "H", "H", "H", "H", "H", "H", "H", "H", "H", "H", "H", "S", "N", "C", "C", "C", "C", "C", "N", "C", "C", "N", "C", "C", "C", "C", "C", "N", "H", "H", "H", "H", "H", "H"],
  "xyz": [[0.2905, -0.1815, -0.1544], [-3.1112, -2.9644, -0.0121], [-2.5677, -1.6835, -0.0159], [-1.2359, -1.7558, -0.0857], [-0.9083, -3.0554, -0.1148], [-2.0174, -3.8075, -0.0780], [0.5555, -3.5089, -0.1909], [1.3683, -2.8752, 0.9581], [2.0221, -3.5335, 1.9221], [2.6774, -2.6142, 2.7160], [2.3670, -1.3871, 2.1463], [1.5804, -1.5452, 1.0744], [1.1575, -2.9385, -1.4714], [1.8275, -3.6112, -2.4121], [2.2815, -2.7071, -3.3496], [1.8299, -1.4766, -2.8917], [1.1529, -1.6149, -1.7418], [-4.1437, -3.2446, 0.0210], [-3.0682, -0.7323, 0.0459], [-1.9695, -4.8788, -0.0895], [0.6290, -4.6828, -0.1541], [1.9912, -4.6004, 2.0022], [3.2936, -2.8060, 3.5678], [2.6805, -0.4185, 2.4796], [1.9297, -4.6759, -2.3566], [2.8563, -2.9082, -4.2271], [1.9449, -0.5286, -3.3784], [3.0200, 2.0751, -3.0914], [2.4005, 1.5556, -1.8366], [1.1737, 1.1357, -1.7456], [0.3770, 1.1536, -2.8415], [-0.8616, 0.7883, -2.5546], [-1.1967, 0.4743, -1.3465], [-1.8425, 0.7873, -3.6358], [-1.4506, 0.9430, -4.9701], [-2.4027, 0.9293, -5.9704], [-3.7448, 0.7640, -5.6553], [-4.1397, 0.6178, -4.3330], [-3.1962, 0.6273, -3.3263], [3.0819, 1.6392, -0.5483], [4.4073, 2.0623, -0.4172], [4.8981, 2.3527, 0.8432], [4.0303, 2.2740, 1.9257], [2.7509, 1.7784, 1.7155], [2.2856, 1.4086, 0.5240], [2.2408, 2.2339, -3.8332], [3.5437, 3.0110, -2.9109], [3.7419, 1.3699, -3.5013], [-0.4042, 1.0705, -5.1987], [-2.1045, 1.0588, -6.9992], [-4.4847, 0.7639, -6.4402], [-5.1847, 0.5095, -4.0903], [-3.4816, 0.5319, -2.2884], [5.0378, 2.1679, -1.2858], [5.9204, 2.6737, 0.9727], [4.3438, 2.5768, 2.9117], [2.0506, 1.7075, 2.5432], [-3.3776, 3.0002, 6.2812], [-3.0707, 1.4504, 5.9892], [-2.4339, 1.3391, 4.8308], [-1.9736, 0.1397, 4.2066], [-2.1878, -1.1221, 4.7717], [-1.7096, -2.2229, 4.1008], [-1.0116, -2.0305, 2.9086], [-0.7931, -0.8479, 2.3488], [-1.2853, 0.2380, 2.9740], [-1.1069, 1.5270, 2.3224], [-0.5061, 1.5672, 1.1122], [-0.3861, 2.7466, 0.5024], [-0.8257, 3.9493, 1.0490], [-1.4256, 3.9309, 2.2888], [-1.5804, 2.7069, 2.9434], [-2.2265, 2.6030, 4.2140], [-2.7162, 3.5975, 4.9449], [-2.7198, -1.1988, 5.7071], [-1.8638, -3.2181, 4.4842], [-0.6192, -2.8968, 2.3933], [0.0872, 2.7456, -0.4768], [-0.6979, 4.8705, 0.5048], [-1.7931, 4.8195, 2.7739]],
  "forces_ev_per_angstrom": [[0.768, 0.502, 1.765], [0.200, 0.202, 0.050], [-0.219, -0.188, -0.095], [-0.335, -0.626, -0.442], [-0.121, -0.675, 0.167], [-0.035, 0.271, 0.078], [0.027, 0.507, -0.153], [0.112, -0.654, 0.271], [0.029, 0.325, 0.070], [-0.147, 0.239, -0.183], [0.174, -0.196, 0.208], [0.423, -0.512, 0.160], [0.106, -0.617, -0.211], [-0.114, 0.336, 0.055], [-0.123, 0.259, 0.173], [0.249, -0.259, -0.357], [-0.011, 0.105, -0.027], [-0.195, -0.009, 0.032], [0.014, 0.052, -0.105], [0.101, -0.171, -0.056], [0.043, -0.346, 0.019], [-0.075, -0.276, -0.129], [0.153, -0.032, 0.203], [0.013, 0.066, -0.037], [0.014, -0.227, 0.046], [0.096, -0.037, -0.257], [-0.047, 0.138, 0.035], [-0.371, -0.029, -0.009], [-0.633, -0.118, -0.331], [0.334, -0.021, -0.133], [-0.595, 0.220, -0.839], [1.100, 0.801, -1.184], [-0.691, 0.055, 0.046], [-0.397, -0.127, -0.047], [0.009, -0.025, 0.246], [0.016, 0.030, -0.006], [0.042, 0.037, 0.096], [-0.082, 0.029, -0.044], [0.330, 0.009, 0.104], [0.516, 0.071, 0.705], [-0.551, -0.216, -0.139], [-0.293, -0.011, 0.304], [0.134, -0.054, -0.274], [-0.154, 0.099, 0.131], [0.456, -0.144, -0.253], [0.051, 0.003, -0.002], [0.022, 0.046, 0.067], [0.098, -0.144, 0.043], [0.057, 0.010, -0.064], [0.041, -0.021, -0.083], [-0.072, -0.019, -0.080], [-0.115, -0.031, 0.015], [-0.100, -0.051, 0.010], [-0.025, 0.048, -0.108], [0.062, 0.044, 0.023], [-0.020, -0.016, 0.106], [0.067, -0.121, -0.004], [0.523, -0.514, -0.883], [-0.080, -0.787, 0.316], [-0.339, 1.263, 0.371], [0.301, -0.539, -0.445], [0.182, 0.067, -0.328], [0.005, 0.298, 0.016], [0.137, -0.209, -0.109], [-0.147, 0.774, 0.227], [-0.273, -0.482, 0.675], [-0.236, 0.676, 0.346], [-0.293, 0.410, 0.256], [-0.059, 0.567, -0.106], [0.047, -0.245, 0.037], [0.079, -0.362, -0.070], [0.428, -0.090, -0.808], [-0.622, -0.314, 1.253], [0.176, 0.731, -0.481], [-0.062, -0.019, 0.089], [0.044, -0.121, -0.002], [-0.003, 0.088, -0.066], [-0.139, 0.016, 0.225], [0.032, 0.049, -0.104], [-0.037, 0.213, 0.013]],
  "homo_energy_ev": -13.32,
  "homo_lumo_gap_ev": 6.8,
  "e_lumo_ev": -6.5,
  "energy_ev": -70954.6611,
  "spin_multiplicity": 1,
  "largest_force_ev_per_a": 2.0,
  "charge": 2,
  "relative_energy_kj_mol": 0.00
}

=====

(3)
{
  "formula": "C35H28BrCl3N3O6Ti",
  "method": "wB97M-V/def2-TZVPD",
  "symbols": ["Ti", "C", "O", "C", "C", "C", "C", "C", "C", "N", "C", "N", "C", "C", "C", "C", "C", "C", "O", "C", "N", "C", "C", "C", "C", "C", "C", "O", "C", "H", "H", "H", "H", "H", "H", "H", "H", "H", "H", "H", "H", "H", "H", "H", "H", "H", "H", "H", "H", "H", "H", "Cl", "C", "C", "C", "Cl", "C", "O", "C", "Cl", "C", "H", "H", "Br", "C", "C", "C", "C", "C", "C", "C", "O", "O", "H", "H", "H", "H"],
  "xyz": [[-0.0255, -0.6756, -0.6102], [2.9800, 4.7133, -2.4492], [2.9434, 3.3293, -2.7796], [3.0723, 2.9920, -4.0844], [3.2615, 3.8920, -5.1249], [3.4283, 3.4185, -6.4211], [3.4020, 2.0623, -6.6989], [3.1822, 1.1627, -5.6654], [3.0097, 1.6192, -4.3710], [2.8061, 0.7070, -3.2930], [1.7052, 0.7275, -2.5160], [0.6270, 1.3355, -3.0195], [-0.6093, 1.6003, -2.4006], [-1.0580, 0.9488, -1.2649], [-2.3015, 1.3119, -0.7298], [-3.0779, 2.2638, -1.3576], [-2.6388, 2.8814, -2.5296], [-1.4053, 2.5541, -3.0574], [-0.8586, 3.0877, -4.1839], [-1.6605, 3.9845, -4.9436], [1.6646, 0.1460, -1.3202], [2.8646, -0.2776, -0.6800], [3.9810, 0.5349, -0.5446], [5.0990, 0.0631, 0.1298], [5.0917, -1.2078, 0.6808], [3.9707, -2.0230, 0.5725], [2.8646, -1.5494, -0.1090], [1.6870, -2.2486, -0.2764], [1.5701, -3.5285, 0.3570], [2.1465, 5.2416, -2.9174], [3.9253, 5.1665, -2.7521], [2.8843, 4.7648, -1.3689], [3.3035, 4.9542, -4.9332], [3.5884, 4.1295, -7.2208], [3.5397, 1.7050, -7.7093], [3.1327, 0.0977, -5.8541], [3.5609, 0.1067, -3.0022], [0.7328, 1.7451, -3.9387], [-2.6692, 0.8267, 0.1664], [-4.0437, 2.5315, -0.9502], [-3.2667, 3.6156, -3.0129], [-1.0719, 4.2448, -5.8178], [-1.8837, 4.8867, -4.3710], [-2.5899, 3.5044, -5.2546], [3.9577, 1.5373, -0.9542], [5.9686, 0.6967, 0.2358], [5.9596, -1.5731, 1.2124], [3.9721, -3.0076, 1.0169], [2.3056, -4.2158, -0.0598], [0.5658, -3.8802, 0.1419], [1.6978, -3.4305, 1.4352], [0.3515, 0.4072, 6.9060], [0.2620, 0.1604, 5.1982], [0.8221, 1.1007, 4.3488], [0.7434, 0.8912, 2.9828], [1.4346, 2.0228, 1.8738], [0.1173, -0.2342, 2.4625], [0.0608, -0.4030, 1.1376], [-0.4367, -1.1639, 3.3403], [-1.2356, -2.5553, 2.7002], [-0.3710, -0.9741, 4.7091], [1.3120, 1.9803, 4.7394], [-0.8089, -1.6981, 5.3803], [-0.8879, -5.6113, -6.1318], [-1.5552, -5.1151, -4.4385], [-2.5342, -5.8930, -3.8340], [-3.0306, -5.5352, -2.5883], [-2.5510, -4.4067, -1.9449], [-1.5705, -3.6377, -2.5648], [-1.0659, -3.9833, -3.8157], [-1.0467, -2.4444, -1.8912], [-1.4104, -2.1356, -0.6963], [-0.1908, -1.6768, -2.4239], [-2.9057, -6.7742, -4.3387], [-3.7952, -6.1430, -2.1244], [-2.9267, -4.1123, -0.9747], [-0.3069, -3.3722, -4.2832]],
  "forces_ev_per_angstrom": [[-0.281, -0.237, 0.346], [-0.063, -0.001, -0.009], [0.012, -0.001, 0.032], [0.039, -0.026, -0.032], [0.012, -0.019, 0.002], [0.008, 0.011, -0.018], [-0.009, 0.003, 0.005], [-0.084, -0.009, 0.001], [0.122, 0.016, 0.059], [-0.079, 0.008, -0.064], [-0.011, 0.034, -0.036], [0.013, -0.079, -0.047], [0.029, 0.016, -0.165], [0.160, -0.016, -0.047], [0.032, -0.036, 0.012], [-0.007, 0.002, 0.012], [-0.022, -0.006, -0.002], [0.024, 0.072, 0.137], [-0.017, -0.001, -0.002], [0.013, 0.002, 0.010], [0.114, 0.075, -0.128], [0.004, 0.120, -0.149], [0.020, -0.051, 0.114], [-0.004, 0.002, -0.002], [0.021, 0.009, 0.005], [-0.032, -0.002, -0.014], [0.056, -0.016, 0.003], [-0.054, 0.128, -0.033], [-0.041, 0.022, 0.006], [0.024, 0.019, 0.018], [0.006, -0.010, -0.007], [-0.018, 0.003, -0.002], [-0.004, -0.012, -0.007], [-0.001, -0.003, -0.002], [0.003, 0.003, -0.001], [0.006, -0.001, -0.001], [0.053, 0.072, 0.065], [-0.014, 0.003, -0.018], [0.001, -0.002, 0.006], [0.001, 0.003, -0.004], [0.005, 0.001, -0.002], [-0.006, 0.002, -0.005], [-0.002, -0.003, 0.000], [0.003, 0.006, -0.009], [0.003, -0.005, -0.007], [0.000, -0.002, 0.003], [-0.003, -0.001, 0.000], [0.006, 0.008, -0.002], [0.000, 0.000, 0.008], [-0.010, -0.010, 0.003], [0.004, -0.004, 0.004], [-0.001, -0.003, 0.014], [-0.041, -0.068, -0.021], [-0.007, -0.020, -0.085], [0.117, 0.137, 0.142], [0.014, 0.039, 0.095], [0.004, -0.125, -0.149], [-0.213, -0.025, 0.127], [-0.028, 0.045, 0.094], [0.047, 0.010, -0.030], [0.064, 0.103, -0.015], [-0.002, -0.002, 0.006], [0.003, 0.007, 0.012], [0.016, 0.002, -0.021], [-0.027, 0.000, 0.037], [0.005, -0.005, -0.012], [-0.004, 0.009, 0.008], [0.016, -0.011, -0.013], [-0.039, 0.018, 0.010], [-0.009, -0.006, -0.026], [-0.081, 0.092, -0.022], [0.091, -0.125, -0.031], [0.041, -0.172, -0.167], [0.002, 0.003, 0.001], [0.002, 0.002, 0.001], [0.000, 0.003, -0.001], [0.000, 0.006, 0.009]],
  "homo_energy_ev": -10.82,
  "homo_lumo_gap_ev": 7.6,
  "e_lumo_ev": -3.2,
  "energy_ev": -184228.6984,
  "spin_multiplicity": 1,
  "largest_force_ev_per_a": 0.5,
  "charge": 1,
  "relative_energy_kj_mol": 0.00
}

=====

- What is the formula in the first record?
  C35H28AsF8O4PdSeTe